[1]
{"formula": "C19H19N2O3Os", "method": "the ωB97M-V functional and the def2-TZVPD basis", "species": ["Os", "C", "O", "C", "C", "C", "C", "C", "C", "N", "N", "C", "C", "O", "C", "C", "C", "C", "C", "C", "C", "C", "H", "H", "H", "H", "H", "H", "H", "H", "H", "H", "H", "H", "H", "C", "O", "H", "H", "H", "C", "H", "H", "H"], "positions_angstrom": [[0.418, -1.841, -0.102], [3.443, -2.833, -0.420], [2.489, -1.736, -0.407], [2.965, -0.421, -0.554], [4.298, -0.107, -0.669], [4.643, 1.233, -0.821], [3.661, 2.213, -0.855], [2.323, 1.884, -0.738], [1.952, 0.547, -0.585], [0.649, 0.088, -0.457], [-0.296, 1.100, -0.463], [-1.558, 0.797, -0.282], [-2.154, -0.506, -0.097], [-1.441, -1.668, -0.197], [-3.497, -0.656, 0.185], [-4.341, 0.434, 0.259], [-3.849, 1.748, 0.038], [-4.712, 2.857, 0.087], [-4.234, 4.126, -0.137], [-2.879, 4.316, -0.417], [-2.014, 3.241, -0.467], [-2.480, 1.944, -0.238], [4.108, -2.728, 0.434], [3.992, -2.802, -1.357], [2.848, -3.736, -0.350], [5.065, -0.867, -0.645], [5.686, 1.501, -0.912], [3.943, 3.250, -0.973], [1.551, 2.637, -0.758], [-3.872, -1.661, 0.326], [-5.392, 0.291, 0.469], [-5.761, 2.694, 0.301], [-4.904, 4.974, -0.099], [-2.503, 5.313, -0.599], [-0.969, 3.393, -0.689], [0.025, -4.735, 0.756], [0.490, -3.739, -0.142], [-1.031, -4.573, 0.981], [0.596, -4.715, 1.688], [0.147, -5.710, 0.287], [0.625, -1.441, 1.901], [1.584, -0.951, 2.069], [0.563, -2.382, 2.447], [-0.179, -0.770, 2.203]], "forces_ev_per_a": [[0.03, 0.06, 0.00], [0.00, 0.01, 0.00], [0.02, -0.04, 0.00], [-0.01, 0.03, 0.00], [-0.01, -0.02, 0.00], [0.00, 0.00, 0.00], [0.00, 0.01, 0.00], [-0.01, -0.01, 0.00], [0.01, -0.01, 0.01], [-0.01, 0.01, -0.01], [-0.01, -0.03, 0.01], [-0.02, 0.00, -0.01], [0.01, 0.04, -0.01], [-0.05, 0.01, -0.02], [-0.02, -0.02, 0.01], [0.02, 0.01, -0.01], [0.01, -0.02, 0.01], [0.01, 0.02, -0.01], [-0.02, -0.01, 0.01], [0.02, -0.01, 0.00], [-0.01, 0.01, 0.00], [0.00, -0.01, 0.01], [0.00, -0.01, 0.00], [0.00, 0.00, 0.00], [0.00, 0.00, 0.00], [0.00, 0.00, 0.00], [0.00, 0.00, 0.00], [0.00, 0.00, 0.00], [0.00, 0.00, 0.00], [0.00, 0.00, 0.00], [0.00, 0.00, 0.00], [0.00, 0.00, 0.00], [0.00, 0.00, 0.00], [0.00, 0.00, 0.00], [0.00, 0.01, 0.00], [-0.01, 0.01, 0.00], [0.01, -0.03, 0.02], [0.00, 0.00, 0.00], [0.00, 0.00, 0.00], [0.00, 0.00, 0.00], [0.03, -0.03, 0.00], [0.00, 0.00, 0.00], [0.00, 0.01, 0.01], [-0.01, 0.00, 0.00]], "homo_energy_ev": [-9.79, -11.49], "s_squared": 6.069, "spin_multiplicity": 5, "total_charge": 1}

[2]
{"formula": "C17H48N4O5", "method": "the ωB97M-V functional and the def2-TZVPD basis", "species": ["C", "O", "C", "C", "C", "N", "H", "H", "H", "H", "H", "H", "H", "H", "H", "H", "H", "C", "O", "C", "C", "C", "N", "H", "H", "H", "H", "H", "H", "H", "H", "H", "H", "H", "C", "O", "C", "C", "C", "N", "H", "H", "H", "H", "H", "H", "H", "H", "H", "H", "H", "C", "O", "C", "C", "C", "N", "H", "H", "H", "H", "H", "H", "H", "H", "H", "H", "H", "C", "O", "H", "H", "H", "H"], "positions_angstrom": [[-1.123, 1.306, -3.336], [-1.567, 2.500, -3.936], [-0.612, 3.542, -3.981], [-1.147, 4.819, -4.644], [-1.323, 4.457, -6.096], [-0.073, 5.798, -4.562], [-0.848, 1.380, -2.284], [-0.381, 0.775, -3.932], [-2.021, 0.688, -3.344], [-0.370, 3.664, -2.925], [0.297, 3.205, -4.480], [-2.056, 4.969, -4.060], [-1.900, 3.540, -6.212], [-0.369, 4.272, -6.590], [-1.659, 5.293, -6.711], [-0.453, 6.643, -4.965], [0.036, 6.048, -3.590], [1.410, -4.918, 0.529], [2.066, -4.577, 1.733], [1.114, -4.524, 2.823], [0.575, -3.109, 3.100], [1.676, -2.172, 3.571], [-0.432, -2.929, 4.158], [2.158, -5.204, -0.210], [0.871, -4.090, 0.069], [0.773, -5.793, 0.661], [0.324, -5.274, 2.869], [1.776, -4.863, 3.620], [0.021, -2.796, 2.215], [2.481, -2.137, 2.838], [2.154, -2.347, 4.535], [1.295, -1.162, 3.723], [-0.183, -3.625, 4.845], [-0.177, -2.082, 4.645], [-7.289, 0.367, 2.258], [-5.976, 0.762, 1.942], [-5.264, -0.381, 1.502], [-3.785, -0.003, 1.182], [-3.601, 0.874, -0.029], [-2.962, -1.183, 0.904], [-7.337, -0.228, 3.169], [-7.754, -0.222, 1.467], [-7.889, 1.252, 2.466], [-5.282, -1.157, 2.268], [-5.649, -0.739, 0.548], [-3.411, 0.498, 2.075], [-4.313, 1.692, -0.139], [-3.535, 0.271, -0.935], [-2.649, 1.401, 0.023], [-3.088, -1.765, 1.720], [-3.376, -1.681, 0.129], [4.753, 2.804, 1.259], [4.405, 1.710, 0.386], [4.647, 0.370, 0.830], [4.452, -0.752, -0.305], [4.349, -2.128, 0.233], [5.546, -0.820, -1.262], [4.432, 3.706, 0.737], [5.834, 2.935, 1.215], [4.292, 2.743, 2.245], [5.683, 0.260, 1.150], [4.015, 0.308, 1.716], [3.506, -0.548, -0.806], [3.714, -2.039, 1.114], [5.289, -2.421, 0.702], [4.034, -2.890, -0.479], [6.409, -1.038, -0.785], [5.784, 0.077, -1.662], [0.261, -0.477, 0.665], [-0.640, -0.699, -0.384], [-0.216, -0.644, 1.631], [1.101, -1.154, 0.508], [0.644, 0.542, 0.612], [-1.468, -0.901, 0.057]], "forces_ev_per_a": [[-1.11, -0.39, -0.24], [-0.38, 0.39, -0.70], [0.37, -0.78, 0.96], [1.14, -2.46, 0.17], [-0.17, 0.23, -0.87], [-0.71, 0.55, 0.50], [0.42, 0.35, 0.02], [0.39, 0.19, 0.06], [0.05, -0.25, 0.04], [0.47, 0.82, 0.24], [0.19, 0.01, -0.26], [-0.41, 0.85, -0.45], [-0.38, 0.35, -0.13], [0.44, -0.26, 0.57], [-0.84, -0.02, 0.11], [0.21, 0.38, -0.35], [0.33, 0.03, 0.36], [0.54, -0.17, -0.77], [-1.87, -0.08, 0.20], [1.39, 0.21, 1.35], [0.26, 0.74, 0.50], [1.17, 0.76, -1.52], [-0.54, -1.65, 0.56], [0.25, 0.02, 0.14], [-0.34, 0.15, 0.26], [-0.26, 0.06, 0.07], [-0.24, -0.10, -1.03], [-0.14, 0.39, 0.70], [0.79, 0.35, -0.46], [0.14, 0.25, 0.00], [-0.29, -1.00, 0.10], [-0.15, 0.21, -0.53], [-0.44, -0.41, 0.53], [-0.33, 0.25, -0.06], [-0.52, 0.41, 0.48], [0.08, -0.66, -0.26], [1.48, 0.95, -0.68], [-0.63, 0.23, 0.11], [0.20, 1.14, -0.21], [-0.69, -0.09, 1.17], [0.25, -0.26, 0.17], [-0.02, 0.07, -0.26], [0.09, 0.09, -0.26], [-0.08, -0.25, 0.06], [-0.59, -0.35, -0.02], [0.25, -0.02, 0.03], [-0.41, -0.34, 0.02], [-0.36, 0.04, -0.13], [0.24, -0.23, 0.10], [0.46, -0.64, 0.08], [-0.16, -0.23, -0.24], [0.22, -0.67, -1.65], [-0.05, 0.10, -0.71], [0.06, 0.12, -0.19], [0.13, 1.62, 0.04], [-0.11, -0.19, 2.18], [0.31, 0.90, -0.47], [-0.58, -0.10, 0.12], [0.27, -0.34, 0.88], [0.25, -0.13, 0.10], [0.35, 0.07, 0.21], [-0.24, -0.98, 0.11], [0.11, 0.36, -0.32], [-0.63, -0.68, -0.18], [0.36, -0.22, -0.31], [-0.07, 0.28, 0.10], [0.06, -0.53, 0.36], [-0.49, 0.39, -0.31], [0.48, 0.10, -0.48], [0.33, 0.14, -0.66], [0.14, -0.02, 0.16], [0.25, -0.09, 0.47], [0.08, 0.18, 0.19], [-0.78, -0.13, 0.14]], "relative_energy_kcal_mol": 54.1, "homo_energy_ev": -9.23, "smiles": "COC[C@H](C)N.COC[C@H](C)N.COC[C@H](C)N.COC[C@H](C)N.CO", "total_charge": 0}

[3]
{"formula": "C3H3N3S", "method": "the ωB97M-V functional and the def2-TZVPD basis", "species": ["C", "C", "C", "N", "N", "N", "S", "H", "H", "H"], "positions_angstrom": [[-0.948, 0.368, -0.004], [-1.111, -1.006, 0.039], [0.281, 1.034, -0.040], [-0.038, -1.780, 0.010], [1.115, -1.699, -0.029], [1.450, 0.431, -0.020], [2.894, 1.036, 0.026], [-1.842, 0.977, -0.005], [-2.074, -1.486, 0.095], [0.272, 2.125, -0.073]], "forces_ev_per_a": [[0.78, -0.51, -0.01], [-1.60, 0.87, 0.07], [-0.60, 1.16, -0.05], [2.17, -0.43, -0.08], [-0.98, 0.37, 0.05], [-0.48, -1.90, 0.04], [0.61, 0.56, -0.02], [0.00, -0.02, 0.01], [0.10, -0.09, -0.03], [0.00, -0.01, 0.02]], "relative_energy_kcal_mol": 92.1, "homo_energy_ev": [-7.76, -7.75], "total_charge": 0}